1.
This record from the Open Molecules 2025 dataset describes one molecule with the formula C10H14O5 at a distorted geometry. The level of theory is wB97M-V/def2-TZVPD.

Results
Electronic energy in Eh: -765.41530
F_max in eV/Å: 4.5
Spin multiplicity: 1
LUMO level (alpha / beta) in eV: 0.327 / 0.260
HOMO energy (alpha / beta) in eV: -7.98 / -7.73
Energy relative to the best compared isomer or geometry (same formula, charge and spin) in eV: 6.4624

```
29
Properties=species:S:1:pos:R:3:forces:R:3:nbo_charge:R:1
H 2.711 2.397 0.798 0.5675 -1.9207 1.1247 0.225
H 1.020 1.338 2.198 -0.7115 -1.0889 -1.6131 0.221
H 4.427 -1.343 -2.010 -0.3717 0.9500 0.8597 0.217
C -3.512 -0.079 -1.128 1.1792 -0.6095 1.8701 -0.635
C 2.715 1.261 1.046 -1.2582 1.6568 -2.5918 -0.056
H 0.228 -2.175 1.175 0.7009 1.7633 0.9451 0.497
C 3.469 -1.307 -1.429 1.6459 -1.7526 -2.1627 -0.661
H -2.838 0.672 1.677 -0.7327 2.5670 0.9786 0.224
H -3.738 -1.181 -1.168 -0.6187 1.3636 -0.2746 0.225
H -4.181 0.599 -0.535 -0.0525 -1.1367 -0.7289 0.220
C 1.158 0.943 1.112 1.7212 2.8053 0.2008 -0.041
C 0.010 -0.437 -0.663 2.4007 -0.2401 0.1159 -0.029
C 0.803 -0.371 0.674 0.7527 -3.5537 -0.1805 0.301
C -0.245 1.075 -0.772 -0.2257 0.2438 0.4641 0.343
O -1.250 -1.047 -0.564 0.0032 0.0962 -0.6151 -0.536
O 3.499 0.662 -0.025 -0.2514 0.9453 0.4467 -0.503
H -3.606 -0.888 1.291 1.5493 1.0210 -0.2438 0.219
O 0.557 1.836 0.135 -0.3761 -1.3470 0.0506 -0.510
H -0.086 1.503 -1.711 0.5000 0.6615 -1.5307 0.176
H 0.726 -0.963 -1.472 -2.1885 1.2871 1.5943 0.247
O -1.611 1.200 -0.514 0.0650 0.0812 0.6028 -0.528
H -1.794 -0.707 1.775 -1.6862 0.6985 -0.8585 0.223
H 2.974 -2.208 -1.839 -0.6843 0.7153 1.0697 0.227
O 0.580 -1.347 1.646 -0.3385 -0.7001 -1.9468 -0.680
C -2.221 -0.045 -0.248 -1.3992 0.2863 -0.2848 0.532
C 3.091 -0.467 -0.514 -2.9392 -0.4088 1.0961 0.343
H 3.103 0.870 1.925 1.1125 0.0455 1.8588 0.184
C -2.677 -0.212 1.192 1.5782 -4.2052 0.6241 -0.665
H -3.313 0.421 -2.051 0.0581 -0.2243 -0.8712 0.221
```
Positions in Å, forces in eV/Å.

***

2.
This record from the Open Molecules 2025 dataset describes C31H25N4O4PPtS as an isolated structure. The level of theory is wB97M-V/def2-TZVPD.

Results
Electronic energy in Eh: -2574.53199
F_max in eV/Å: 0.1
Expectation value of S²: 6.03
Spin multiplicity: 5
LUMO level (alpha / beta) in eV: -5.082 / -8.025
HOMO energy (alpha / beta) in eV: -13.78 / -14.76
Energy relative to the best compared isomer or geometry (same formula, charge and spin) in eV: 0.0000
Total charge: +2

```
67
Properties=species:S:1:pos:R:3:forces:R:3:nbo_charge:R:1
H 3.957 0.401 1.986 -0.0028 -0.0016 0.0010 0.236
C 3.570 1.356 1.652 -0.0050 0.0075 -0.0099 -0.161
H -1.557 -0.979 -5.865 0.0009 0.0006 -0.0013 0.266
O 0.035 4.132 -0.563 0.0278 -0.0013 0.0224 -0.904
H 5.321 2.433 2.249 0.0009 0.0029 -0.0019 0.247
C 4.341 2.504 1.798 0.0021 0.0112 0.0011 -0.168
C 3.861 3.730 1.366 -0.0019 -0.0237 -0.0018 -0.157
C -1.173 2.346 -5.302 0.0008 -0.0012 0.0118 -0.215
C 2.306 1.441 1.077 0.0112 -0.0363 0.0447 -0.435
H 0.174 -2.579 1.766 -0.0156 0.0119 0.0074 0.228
C 3.162 -1.833 -2.153 0.0026 -0.0187 0.0150 -0.188
C 2.606 3.824 0.774 0.0073 0.0281 -0.0023 -0.174
C -2.658 -1.683 0.393 -0.0154 0.0118 0.0055 0.231
P 1.338 -0.070 0.935 0.0241 0.0016 0.0469 1.377
C -3.106 2.421 -0.927 0.0139 -0.0363 0.0145 0.270
C 3.591 -3.050 -1.633 -0.0006 0.0063 -0.0046 -0.138
C -0.283 -2.336 3.842 0.0037 0.0085 -0.0052 -0.196
H -0.637 -1.812 5.892 0.0003 0.0005 0.0006 0.241
H -1.435 -2.839 -0.920 -0.0151 -0.0133 -0.0194 0.245
Pt -1.675 0.849 -1.020 -0.0205 0.0346 -0.1389 1.387
H 2.129 0.003 -1.746 -0.0054 0.0052 0.0084 0.241
O 0.352 1.804 -1.297 -0.0386 -0.0492 0.0420 -0.971
C 0.201 -1.912 2.620 -0.0301 -0.0177 0.0246 -0.177
N -2.408 -0.413 0.720 -0.0241 0.0058 -0.0387 -0.519
H -1.228 3.190 -3.310 -0.0018 -0.0034 0.0039 0.227
C -1.608 0.012 -3.982 -0.0084 -0.0204 -0.0330 0.082
C 1.840 2.682 0.637 -0.0390 -0.0375 -0.0140 -0.252
H -1.160 1.178 -7.103 0.0002 0.0002 -0.0003 0.250
C 3.338 -3.384 -0.308 0.0029 -0.0041 -0.0073 -0.201
N -3.871 3.275 -0.888 0.0063 0.0207 -0.0325 -0.556
C 2.469 -0.947 -1.349 0.0120 -0.0172 -0.0013 -0.197
C -3.257 -2.548 1.299 0.0162 -0.0034 0.0041 -0.235
C -3.321 -0.749 2.881 0.0058 -0.0073 0.0003 -0.230
H -3.573 -0.345 3.851 -0.0008 0.0006 -0.0006 0.248
C -3.599 -2.072 2.551 0.0053 0.0085 -0.0071 -0.120
H -0.674 -3.339 3.949 -0.0021 -0.0009 0.0029 0.238
C 2.211 -1.285 -0.011 -0.0278 0.0454 -0.0646 -0.372
C -2.722 0.053 1.936 0.0007 -0.0215 0.0061 0.049
H 2.223 4.769 0.414 -0.0045 -0.0033 0.0022 0.264
H -0.995 3.294 -5.791 0.0002 -0.0008 -0.0013 0.252
H 4.466 4.619 1.478 0.0018 -0.0002 0.0018 0.248
N -1.532 1.152 -3.296 -0.0212 -0.0108 0.0873 -0.437
C -1.262 1.168 -6.026 0.0002 -0.0049 -0.0016 -0.124
H 1.118 1.259 3.492 -0.0003 -0.0013 -0.0009 0.227
H 2.469 -2.762 1.546 0.0186 -0.0001 -0.0136 0.230
H -4.526 4.036 -0.868 -0.0001 -0.0002 0.0210 0.486
H -3.086 -2.677 -1.466 -0.0152 0.0028 0.0120 0.256
H 4.135 -3.740 -2.264 -0.0006 0.0011 -0.0022 0.242
H 3.370 -1.578 -3.183 0.0015 0.0002 -0.0009 0.239
S 0.272 2.787 -0.156 -0.0018 0.1009 -0.0608 2.378
H 3.693 -4.324 0.091 -0.0001 0.0002 0.0016 0.243
O -0.728 2.199 0.769 0.0020 -0.0330 0.0271 -0.979
C 0.229 -0.180 4.806 0.0072 0.0114 0.0001 -0.217
C -1.480 -0.028 -5.356 -0.0041 0.0064 0.0045 -0.176
C -1.311 2.302 -3.924 0.0059 0.0108 -0.0243 0.067
C 0.739 -0.622 2.499 0.0401 0.0080 -0.0777 -0.478
H -4.087 -2.722 3.265 0.0006 -0.0019 0.0003 0.246
C -2.269 -2.129 -0.989 0.0479 0.0179 -0.0004 -0.285
C -0.264 -1.474 4.935 -0.0010 -0.0054 0.0010 -0.143
O -1.978 -2.322 -3.678 -0.0202 -0.0156 0.0026 -0.508
C -1.844 -1.232 -3.179 0.0633 0.0432 -0.0073 0.623
N -1.874 -1.004 -1.813 0.0106 -0.0103 0.1011 -0.592
C 2.643 -2.510 0.509 0.0008 -0.0051 0.0360 -0.189
H -2.475 1.090 2.127 -0.0096 0.0027 0.0002 0.234
H 0.237 0.485 5.659 -0.0019 -0.0019 0.0006 0.244
C 0.726 0.255 3.591 -0.0085 -0.0073 0.0106 -0.097
H -3.466 -3.569 1.010 -0.0016 -0.0008 0.0029 0.247
```
Positions in Å, forces in eV/Å.

***

3.
This record from the Open Molecules 2025 dataset describes one molecule with the formula H3NOSSi at a distorted geometry. The level of theory is wB97M-V/def2-TZVPD.

Results
Electronic energy in Eh: -819.42187
F_max in eV/Å: 2.8
Spin multiplicity: 1
LUMO level in eV: -0.567
HOMO energy in eV: -10.40
Energy relative to the best compared isomer or geometry (same formula, charge and spin) in eV: 0.4209

```
7
Properties=species:S:1:pos:R:3:forces:R:3:nbo_charge:R:1
N 2.220 -1.132 -0.006 0.3790 0.6409 0.0698 -0.731
H -0.863 -0.892 1.024 -0.3856 -0.8063 1.1279 -0.193
S 2.123 0.314 0.067 -1.5337 -0.8022 -0.1209 1.212
H -2.028 1.218 0.167 0.6733 -0.7260 0.2371 -0.162
H -1.030 -0.520 -1.352 -0.3034 0.4631 1.1929 -0.190
Si -0.959 0.136 0.064 0.0815 0.4640 -2.8073 1.179
O 0.538 0.877 0.037 1.0889 0.7666 0.3005 -1.115
```
Positions in Å, forces in eV/Å.

***

4.
This record from the Open Molecules 2025 dataset describes a 4-piece molecular cluster, C33H25Br3F3N3O12P2 overall at a distorted geometry. The level of theory is wB97M-V/def2-TZVPD.

Results
Electronic energy in Eh: -11043.80109
Structure (SMILES): O=[PH2]c1cc(C[C@H](O)C(F)(F)F)c2c(c1Br)C(=O)C(CC(=O)Br)=C(P(O)Br)C2=O.O=[N+]([O-])c1ccccc1.O=[N+]([O-])c1ccccc1.O=[N+]([O-])c1ccccc1
F_max in eV/Å: 1.7
Spin multiplicity: 1
LUMO level in eV: -1.530
HOMO energy in eV: -9.29

```
81
Properties=species:S:1:pos:R:3:forces:R:3:mulliken_charge:R:1
O 0.033 2.460 1.688 0.0994 -0.0095 -0.0924 -0.535
C 2.187 0.063 4.463 0.0911 0.0299 0.0840 -0.427
C -6.384 4.214 -5.196 0.1756 0.0134 -0.1475 -0.349
O -0.776 -3.954 -0.817 -0.0272 -0.4950 0.1582 -0.583
F 3.873 -6.736 0.649 0.2278 0.2040 0.0267 -0.278
H 1.944 3.061 3.031 -0.1012 -0.0337 -0.0607 0.502
N 3.900 -1.338 1.473 0.0333 -0.0178 -0.0934 0.895
C 3.681 -0.792 2.818 -0.0136 0.0452 0.1799 -0.180
Br -1.186 -0.606 2.262 -0.0350 0.1089 -0.1373 -0.132
C -0.793 4.372 4.552 -0.1863 0.0725 0.1025 -0.395
H 4.278 -4.355 -0.831 0.1630 -0.0082 0.0246 0.348
H -0.412 1.533 -1.752 0.1143 0.1680 0.1454 0.559
H -1.429 1.046 -0.362 0.1265 0.2509 0.1115 0.081
O 0.899 -7.085 -0.916 -0.0594 -0.1356 0.2147 -0.601
H 0.222 -6.742 -0.327 -0.0170 0.0520 0.0090 0.384
H -0.770 5.463 6.392 -0.0198 0.0050 -0.0091 0.383
O -2.358 0.199 -3.305 -0.2122 -0.4430 -0.7101 -0.434
H -1.862 4.455 4.420 0.0049 -0.0688 -0.1065 0.465
O -1.869 3.210 2.350 -0.0007 -0.0388 -0.0007 -0.621
O 0.661 -0.126 -3.419 -0.0244 0.5351 -0.3753 -0.580
H 3.079 0.568 6.346 0.0023 0.0038 -0.0024 0.439
H -5.320 4.391 -5.215 0.0008 0.0140 0.1276 0.444
C 1.198 4.829 5.819 -0.0095 -0.0122 -0.0132 -0.498
C 3.567 -3.605 -1.150 -0.6645 0.5162 -0.2718 -0.954
H 5.749 -0.955 3.371 -0.0442 -0.0415 -0.1055 0.483
H 2.473 -4.999 0.885 0.0932 -0.2637 0.0082 0.460
H -8.976 4.053 -3.010 0.1080 0.0335 0.0613 0.440
F 2.954 -8.402 -0.339 0.0277 -0.0457 0.0435 -0.283
H 1.188 0.345 4.769 -0.0129 0.0003 -0.0185 0.426
N -6.362 4.559 -2.762 0.0350 -0.0039 0.0391 1.032
O 6.044 -3.544 -3.320 0.0687 -0.0259 -0.0154 -0.714
C 4.533 -0.173 4.955 -0.1295 0.0324 -0.0038 -0.528
C -0.016 3.699 3.627 0.0833 0.0612 0.1499 0.039
N -0.668 3.078 2.465 -0.1025 0.0090 -0.0480 1.087
O -3.342 -0.620 0.087 0.5459 0.1777 0.2225 -0.375
O -6.996 4.564 -1.725 0.0003 -0.0163 0.0014 -0.613
C -8.441 3.717 -6.335 0.0064 0.0025 0.0113 -0.427
C 1.861 -4.999 -0.015 0.1954 0.4014 -0.0576 -1.931
C 2.227 -3.756 -0.802 -0.3028 -0.7251 0.1092 1.039
O 5.029 -1.683 1.176 -0.0083 0.0337 -0.0248 -0.618
H -3.346 0.162 0.657 -0.2143 0.1836 -0.2286 0.297
H -6.538 3.909 -7.308 0.0224 -0.0015 0.0051 0.369
C 1.354 3.586 3.768 0.2179 -0.0727 -0.0512 -0.275
C -8.448 4.023 -3.951 -0.2074 -0.0185 0.0799 -0.397
C 3.281 -7.117 -0.496 -0.5728 -0.5524 -0.1545 0.866
C -2.291 0.840 -2.327 0.0251 0.0776 0.4052 0.663
C 1.963 4.157 4.874 -0.0846 0.0407 0.0780 -0.527
H 3.034 4.076 4.999 0.0052 -0.0092 -0.0222 0.417
C 3.250 0.188 5.347 0.0032 0.0066 -0.0154 -0.559
Br -3.744 2.062 -1.880 0.2564 0.1531 0.1615 -0.229
P -2.223 -1.704 0.577 -0.4574 -1.0947 0.0525 -0.072
C -1.112 0.795 -1.366 -0.5342 -0.2296 -0.2086 -1.334
C -0.161 -2.918 -0.886 -0.2208 0.4228 -0.0711 -0.670
C 1.696 -1.709 -1.975 0.1360 0.0038 -0.0402 0.890
O -5.172 4.787 -2.845 -0.0286 0.0552 0.0131 -0.590
H 5.361 -0.072 5.643 0.0175 -0.0093 -0.0104 0.393
F 4.195 -7.068 -1.474 0.2587 0.2678 0.0680 -0.276
C -0.876 -1.622 -0.680 0.2180 0.6663 0.1249 0.670
C 3.975 -2.516 -1.903 0.4438 0.4766 0.3564 0.605
C 2.037 -6.262 -0.877 -0.1564 0.0931 -0.0803 0.078
C 4.755 -0.669 3.680 0.2207 -0.0200 0.0714 -0.433
O 2.943 -1.422 0.728 0.0322 0.2714 0.3495 -0.379
H -8.976 3.512 -7.253 0.0003 -0.0101 -0.0010 0.374
C -7.072 3.942 -6.368 -0.1222 -0.0123 0.0323 -0.419
C 2.400 -0.429 3.187 -0.2128 0.0294 -0.0368 0.491
H 6.095 -1.233 -2.781 0.0075 0.2356 0.6772 0.032
C -9.127 3.755 -5.128 0.0839 0.0022 -0.0896 -0.404
C -0.492 -0.575 -1.415 0.0056 0.3232 0.2146 0.943
H 1.675 5.268 6.684 0.0017 0.0122 -0.0037 0.393
H 1.576 -0.527 2.497 0.0719 -0.0392 -0.0996 -0.033
H 6.440 -2.804 -1.109 -0.2477 0.5847 0.2436 0.029
C 1.286 -2.814 -1.211 0.7674 0.0255 -0.2725 0.560
H -10.193 3.578 -5.104 -0.0056 -0.0040 0.0199 0.368
C 0.637 -0.733 -2.388 0.1378 -0.6683 0.3530 -0.658
P 5.756 -2.504 -2.302 -0.0650 -1.1793 -1.2461 0.629
C -0.177 4.938 5.656 0.1244 -0.0294 -0.0069 -0.415
H 2.204 -5.944 -1.904 0.2517 -0.0201 -0.1064 0.319
Br 3.628 -0.082 -3.356 -0.0441 -0.0864 0.1520 -0.196
H 0.831 -4.954 0.308 -0.1753 0.0121 0.0442 0.724
C -7.086 4.254 -4.005 -0.0906 -0.0221 -0.1518 0.164
C 3.041 -1.560 -2.312 -0.1020 -0.2506 -0.1418 0.136
```
Positions in Å, forces in eV/Å.

***

5.
This record from the Open Molecules 2025 dataset describes C11H17BEuN6O as an isolated structure at a distorted geometry. The level of theory is wB97M-V/def2-TZVPD.

Results
Electronic energy in Eh: -1568.14155
F_max in eV/Å: 7.4
Expectation value of S²: 15.86
Spin multiplicity: 8
LUMO level (alpha / beta) in eV: -0.303 / -2.064
HOMO energy (alpha / beta) in eV: -7.47 / -7.56

```
37
Properties=species:S:1:pos:R:3:forces:R:3:mulliken_spin:R:1
C -2.658 -0.810 -1.030 1.7283 1.0485 -1.3741 0.007
H 0.044 1.434 4.387 0.1159 -0.0439 0.3937 -0.001
H 1.300 3.570 -1.979 -0.0152 0.0278 0.1664 0.000
H -0.717 -0.128 4.815 0.0091 0.1143 0.0592 -0.001
H -3.635 -0.930 -3.052 0.1902 -0.0004 0.2905 0.000
H 0.744 4.859 0.417 0.0907 0.3413 0.0381 0.000
C -1.338 -3.176 1.030 -1.2353 2.0058 1.0402 -0.162
H 0.879 -0.093 4.042 0.0887 0.0763 0.2092 0.007
H 1.033 1.028 -2.932 -0.0591 -0.0567 -0.3546 0.000
C -2.787 -0.672 -2.426 0.0169 0.0412 0.0128 0.004
N -1.421 -0.306 -0.647 -0.9449 0.6809 -7.2816 -0.004
C 3.280 -1.899 -0.972 -0.1693 0.2827 -0.0679 0.000
N 0.232 1.615 0.392 0.2403 0.6309 -0.1001 -0.007
Eu -1.338 -0.804 1.330 1.7130 -0.5623 2.1136 6.279
H -2.166 -2.889 1.800 0.7978 -1.7009 -1.0666 0.015
N 1.657 -0.429 -1.308 -0.5133 -0.8126 0.7403 -0.002
H 2.287 -2.678 0.898 -0.0917 0.1497 -0.2499 0.000
O -0.656 0.395 2.823 -0.4984 0.1184 0.5574 -0.028
C 2.302 -2.011 0.040 -0.3350 0.7478 -0.8348 -0.001
H -3.357 -1.247 -0.301 0.3091 0.2638 -0.4801 0.009
C 2.828 -0.883 -1.807 -0.2949 -0.2337 0.5400 0.000
H -0.371 -3.335 1.465 0.2864 -0.7110 0.2964 0.012
H -1.576 -3.539 0.039 -0.2132 -0.3864 0.3658 0.008
H -0.101 2.815 2.083 0.0456 -0.0180 -0.1290 -0.002
C 0.948 3.187 -1.031 -0.3381 0.0879 1.0564 0.001
N -0.757 0.078 -1.843 -1.9095 -0.4897 1.3873 -0.013
C -0.102 0.397 4.070 0.6088 0.3076 0.7128 -0.009
N 1.303 -1.140 -0.177 0.7784 0.0142 -0.1945 0.002
N 0.690 1.872 -0.878 -0.6184 -0.1078 1.2226 0.006
H -1.196 0.215 -3.860 -0.5218 -0.3958 0.2621 0.000
C -1.581 -0.110 -2.890 0.3695 -0.0380 1.4251 0.002
B 0.714 0.674 -1.844 -0.0126 -0.0228 0.9562 0.008
H -2.786 1.268 1.910 0.0121 0.0107 0.0559 0.875
H 4.181 -2.476 -1.088 0.0270 0.0081 0.0276 0.000
C 0.225 2.782 1.053 0.3138 -0.3298 -1.5134 -0.009
C 0.662 3.819 0.192 0.0792 -0.8897 -0.5912 0.005
H 3.233 -0.454 -2.719 -0.0500 -0.1583 0.3080 0.000
```
Positions in Å, forces in eV/Å.